1.
Entry from the OMol25 dataset: a gas-phase ion, C4H5F2N2 (charge +1) (the ωB97M-V functional and the def2-TZVPD basis).

## Properties
Electronic energy in hartree: -464.193033
Orbital gap (spin up / spin down) in eV: 8.76 / 8.29
Charge: +1
ΔE to the lowest compared entry with this formula, charge and spin in eV: 3.393
SMILES string: N#C/C(F)=C(\F)C[NH3+]
HOMO (spin up / spin down) in eV: -13.49 / -13.36
Multiplicity: 1
LUMO (spin up / spin down) in eV: -4.721 / -5.067

Last column: natural (NBO) charge in e.
Atoms and positions in Å:
1 C -0.309 -2.517 -1.360  0.0787
2 C 0.127 -1.525 -0.522  0.3131
3 C -0.783 0.055 -0.486  0.3937
4 C -0.439 1.212 0.436  -0.3666
5 N -0.694 -3.269 -2.100  -0.1174
6 N 0.917 1.148 0.880  -0.6885
7 F 0.974 -1.531 0.478  -0.3048
8 F -1.630 0.289 -1.467  -0.2710
9 H -1.127 0.877 1.236  0.2773
10 H -0.641 2.065 -0.202  0.2753
11 H 1.052 0.109 1.226  0.4781
12 H 0.963 1.728 1.753  0.4656
13 H 1.589 1.361 0.127  0.4663

Force components x, y, z for each atom (eV/Å):
1.7 2.1 2.8
-4.2 7.6 -0.3
3.3 -5.7 -1.3
-2.7 -2.3 -2.0
-1.6 -3.0 -2.9
1.0 -2.0 2.6
0.8 -1.2 0.7
0.5 -0.1 0.6
0.3 1.7 0.3
-0.3 0.7 0.8
0.3 2.3 -0.9
0.8 -0.2 -1.2
0.0 0.1 0.6

---

2.
Entry from the OMol25 dataset: a single C4H5F2NO molecule (the ωB97M-V functional and the def2-TZVPD basis).

## Properties
Electronic energy in hartree: -485.082699
Orbital gap in eV: 10.68
Charge: 0
ΔE to the lowest compared entry with this formula, charge and spin in eV: 1.038
SMILES string: FC(F)C1=NOCC1
HOMO in eV: -9.79
Multiplicity: 1
LUMO in eV: 0.886

Last column: natural (NBO) charge in e.
Atoms and positions in Å:
1 C 1.809 -0.580 0.158  0.5357
2 C 0.553 0.092 -0.113  0.0946
3 C -1.588 0.786 -0.157  -0.0918
4 C -0.779 -0.442 0.203  -0.4945
5 H 2.619 0.013 -0.264  0.1511
6 H -2.431 0.551 -0.792  0.1993
7 H -1.952 1.340 0.741  0.1860
8 H -0.957 -1.300 -0.396  0.2348
9 H -0.911 -0.727 1.262  0.2406
10 N 0.557 1.165 -0.811  -0.0343
11 O -0.725 1.626 -0.895  -0.3528
12 F 2.021 -0.728 1.490  -0.3344
13 F 1.784 -1.796 -0.426  -0.3343

Force components x, y, z for each atom (eV/Å):
1.1 0.7 -0.5
0.0 0.9 -0.6
-1.2 0.0 0.8
-0.4 0.5 1.6
0.3 -0.2 0.0
-0.3 0.0 -0.1
0.3 -0.4 -0.6
-0.4 -0.8 -0.6
0.2 0.1 -0.5
0.2 -0.5 1.0
0.1 0.7 -0.9
-0.1 -0.3 0.2
0.2 -0.8 0.1

---

3.
Entry from the OMol25 dataset: a single C4H5FN2 molecule (the ωB97M-V functional and the def2-TZVPD basis).

## Properties
Electronic energy in hartree: -364.737042
Orbital gap in eV: 9.62
Charge: 0
ΔE to the lowest compared entry with this formula, charge and spin in eV: 1.804
SMILES string: FCc1ncc[nH]1
HOMO in eV: -8.82
Multiplicity: 1
LUMO in eV: 0.797

Last column: natural (NBO) charge in e.
Atoms and positions in Å:
1 C 0.193 1.871 0.049  0.0316
2 C 0.087 0.459 -0.102  0.2622
3 C -1.058 -1.358 -0.757  -0.1111
4 C 0.058 -1.783 -0.058  -0.0960
5 H -0.810 2.217 0.551  0.1950
6 H 0.513 2.549 -0.755  0.1993
7 H -1.641 -1.988 -1.419  0.2207
8 H 0.357 -2.712 0.568  0.2190
9 H 1.336 -0.616 1.359  0.4398
10 N -0.995 0.060 -0.766  -0.4485
11 N 0.766 -0.671 0.364  -0.5374
12 F 1.195 1.974 0.966  -0.3745

Force components x, y, z for each atom (eV/Å):
-0.7 2.2 2.0
-3.4 -4.7 -2.4
2.5 1.2 0.4
0.2 -1.3 2.4
1.8 -0.3 -1.2
-0.6 -0.7 -0.3
-0.4 0.5 0.4
-0.8 1.3 -2.0
-1.8 -0.3 -3.8
0.2 -1.3 -0.6
1.4 2.2 3.2
1.6 1.1 1.8

---

4.
Entry from the OMol25 dataset: a single C4H5FN2 molecule (the ωB97M-V functional and the def2-TZVPD basis).

## Properties
Electronic energy in hartree: -364.724205
Orbital gap in eV: 9.89
Charge: 0
ΔE to the lowest compared entry with this formula, charge and spin in eV: 2.153
SMILES string: F[C@@H]1C=NN=CC1
HOMO in eV: -9.67
Multiplicity: 1
LUMO in eV: 0.216

Last column: natural (NBO) charge in e.
Atoms and positions in Å:
1 C -0.166 0.674 0.707  0.1434
2 C -0.323 -0.841 0.894  -0.5161
3 C 0.608 -1.533 -0.030  0.1078
4 C 0.062 0.987 -0.727  0.0660
5 H 0.712 0.990 1.286  0.1840
6 H -0.070 -1.146 1.914  0.2344
7 H -1.330 -1.197 0.661  0.2489
8 H 0.900 -2.577 0.139  0.1989
9 H -0.231 1.950 -1.122  0.2034
10 N 0.917 -1.086 -1.174  -0.2686
11 N 0.541 0.193 -1.564  -0.2484
12 F -1.252 1.389 1.247  -0.3538

Force components x, y, z for each atom (eV/Å):
0.0 -0.5 1.1
0.2 0.5 0.8
-0.5 -0.6 -0.9
-0.9 0.8 0.4
0.0 0.1 -0.1
-0.3 0.2 0.0
-0.1 0.2 0.1
-0.1 0.4 0.2
-0.1 0.3 0.2
1.4 -0.8 0.0
0.0 -0.2 -1.2
0.5 -0.5 -0.6